{
  "formula": "C3H12N2O",
  "method": "ωB97M-V with the def2-TZVPD basis set",
  "homo_energy_ev": -8.899,
  "gap_ev": 9.74,
  "lumo_ev": 0.8,
  "smiles": "C[C@H](N)CN.O",
  "species": ["H", "H", "C", "H", "H", "O", "C", "C", "H", "H", "H", "H", "H", "H", "N", "N", "H", "H"],
  "positions_angstrom": [[1.069, 1.435, -1.663], [1.424, -1.369, -2.064], [-0.565, 1.535, 0.275], [-0.763, -0.294, -0.923], [1.244, -0.582, 1.126], [-1.851, -1.472, 2.553], [-0.054, 0.207, -0.261], [1.116, 0.463, -1.260], [0.278, -0.383, -2.936], [-1.444, 1.365, 0.741], [-0.725, 2.336, -0.610], [-1.438, -1.425, 3.332], [2.145, 0.499, -0.732], [-0.310, -0.962, 1.343], [0.339, -0.844, 0.604], [1.163, -0.419, -2.443], [-1.733, -2.234, 2.026], [0.105, 2.145, 0.893]]
}

---

{
  "formula": "H14O8V",
  "method": "ωB97M-V with the def2-TZVPD basis set",
  "total_charge": 2,
  "homo_energy_ev": [-15.514, -15.526],
  "gap_ev": [6.64, 7.24],
  "lumo_ev": [-8.9, -8.3],
  "spin_multiplicity": 2,
  "species": ["O", "O", "H", "H", "O", "H", "H", "H", "H", "H", "H", "O", "H", "O", "H", "O", "O", "H", "H", "H", "H", "V", "O"],
  "positions_angstrom": [[-0.931, -1.744, 0.434], [-2.455, 0.994, -1.247], [2.246, 2.176, 0.113], [2.123, -0.988, 2.627], [-1.488, 0.961, -3.649], [-1.166, 1.834, -3.423], [-2.592, 1.679, -0.594], [-3.184, 0.388, -1.116], [2.737, -1.605, -0.998], [2.010, -2.788, -0.393], [-0.849, -2.561, 0.926], [-0.731, 0.962, 1.369], [-0.713, 0.731, 2.298], [1.301, -0.723, 2.215], [-2.035, 0.707, -2.906], [2.227, 1.279, 0.445], [1.948, -1.840, -0.508], [0.693, -0.606, 2.945], [3.051, 1.182, 0.923], [-1.279, 1.745, 1.327], [-1.853, -1.710, 0.178], [0.640, -0.227, 0.281], [0.302, 0.157, -1.246]]
}

---

Quick rundown of relative energy (zero: lowest compared OMol25 entry of this formula, charge and spin), same order as above: 1.270, 1.633 eV
Quick rundown of E_tot, same order as above: -306.19728, -1553.74562 Ha